ORCA calculation (the ωB97M-V functional and the def2-TZVPD basis) on a single C6H10O2 molecule in a non-equilibrium geometry.

Summary:
E_LUMO: 0.8 eV
HOMO-LUMO gap: 9.253 eV
energy above the lowest of the compared OMol25 structures with the same formula, charge and spin: 23.10 kcal per mole
HOMO energy: -8.46 eV
F_max: 2.75 eV Å⁻¹
structure (SMILES): CC(=O)C/C(C)=C\O

Structure (XYZ):
```
18
Properties=species:S:1:pos:R:3:forces:R:3:nbo_charge:R:1
C 0.33808 -0.44194 1.11852 -2.33 0.06 -0.36 -0.54
C -1.38115 1.50238 0.49891 -0.26 0.08 -0.12 -0.73
C 1.84752 0.43335 -0.71722 0.01 -0.04 -0.28 -0.62
C -1.17341 0.06081 0.87352 0.59 -1.02 2.49 0.63
C 0.77834 -0.53550 -0.29332 -0.29 0.40 -1.85 -0.10
C 0.07605 -1.21564 -1.23825 1.47 -0.79 0.81 0.14
O -0.78280 -2.25392 -1.01985 -0.60 0.60 0.45 -0.69
O -2.09347 -0.70758 1.13562 0.90 0.75 -0.92 -0.58
H -1.23563 -2.14618 -0.15858 0.17 -0.08 -0.37 0.50
H 0.36479 -1.18848 -2.28482 -0.02 0.21 0.10 0.18
H 0.90306 0.27743 1.71461 -0.01 -0.17 -0.14 0.23
H 0.27016 -1.41979 1.60109 0.02 0.18 0.20 0.23
H -0.74968 2.14790 1.11407 0.10 -0.11 -0.14 0.23
H -1.14225 1.65632 -0.55486 0.08 0.08 0.08 0.25
H -2.42123 1.78863 0.67255 0.10 -0.20 -0.11 0.24
H 1.90270 0.54725 -1.80392 0.00 -0.09 0.12 0.22
H 1.67989 1.42634 -0.28933 0.06 -0.04 0.01 0.20
H 2.81903 0.06863 -0.36875 0.00 0.16 0.03 0.22
```
Forces are in eV/Å.